1.
{
  "formula": "C2FIO5S",
  "method": "ωB97M-V/def2-TZVPD",
  "charge": -2,
  "homo_energy_ev": -1.15,
  "relative_energy_kcal_mol": 0.0,
  "symbols": ["C", "C", "O", "O", "O", "O", "O", "F", "S", "I"],
  "xyz": [[0.283055, 1.451368, 0.338713], [-0.373706, 0.293114, -0.440662], [-0.346403, 2.123919, 1.147111], [0.489270, -0.990637, 1.599800], [1.391965, 1.638161, -0.123325], [-0.661609, -2.335819, -0.095430], [1.566264, -1.417243, -0.613530], [-0.186651, 0.316055, -1.817017], [0.294262, -1.226830, 0.194641], [-2.456447, 0.147911, -0.190298]],
  "atomic_forces_ev_per_a": [[-0.548, 1.222, -1.060], [-0.568, -0.434, -0.525], [-1.082, 0.074, 1.118], [-0.037, 0.295, 0.786], [2.336, 0.301, -0.562], [0.742, 1.290, 0.312], [-2.321, 0.484, 1.685], [0.125, 0.387, 0.614], [2.718, -4.037, -2.492], [-1.364, 0.417, 0.124]],
  "lowdin_charge": [-0.8657, -0.8798, -0.0934, -0.3520, -0.0131, -0.4976, -0.4111, -0.1004, 0.3507, 0.8625]
}


2.
{
  "formula": "C24H21BrN2OSiTi",
  "method": "ωB97M-V/def2-TZVPD",
  "s2": 0.763,
  "charge": 1,
  "homo_energy_ev": [-10.59, -10.46],
  "relative_energy_kcal_mol": 6.0,
  "multiplicity": 2,
  "symbols": ["Ti", "Br", "C", "C", "C", "C", "O", "C", "C", "N", "C", "C", "C", "C", "C", "C", "C", "C", "N", "C", "C", "H", "H", "H", "H", "H", "H", "H", "H", "H", "H", "C", "Si", "C", "C", "C", "C", "C", "C", "C", "H", "H", "H", "H", "H", "H", "H", "H", "H", "H", "H"],
  "xyz": [[-1.123889, 0.456056, -1.100762], [-1.790139, 6.812816, 2.414744], [-1.921460, 5.239105, 1.399922], [-3.178138, 4.762929, 1.013656], [-3.299423, 3.611741, 0.263999], [-2.160353, 2.907920, -0.103475], [-2.287444, 1.793509, -0.862782], [-0.890801, 3.372070, 0.280527], [0.351133, 2.717294, -0.060170], [0.414066, 1.576101, -0.650134], [1.627835, 0.888357, -1.038279], [2.868484, 1.186969, -0.583540], [4.007132, 0.468821, -1.031924], [3.871964, -0.534811, -1.935267], [2.583191, -0.890471, -2.415979], [2.383653, -1.928072, -3.353326], [1.132972, -2.237484, -3.791509], [0.052092, -1.515477, -3.267362], [0.191963, -0.550646, -2.385318], [1.460692, -0.201820, -1.946093], [-0.792285, 4.558891, 1.031424], [-4.064726, 5.312373, 1.302505], [-4.267022, 3.242900, -0.045974], [1.271563, 3.239064, 0.194476], [3.005884, 1.988328, 0.131714], [4.982286, 0.740167, -0.651358], [4.738550, -1.075363, -2.294484], [3.244347, -2.472994, -3.724712], [0.954009, -3.021487, -4.512107], [-0.960622, -1.751272, -3.569123], [0.183543, 4.926864, 1.323487], [-1.446829, 0.259259, 2.491056], [-1.615823, -0.873342, 1.027038], [-3.303646, -1.643171, 1.060872], [-0.338614, -2.230848, 1.165370], [-0.681414, -3.585561, 1.199315], [0.292380, -4.577727, 1.261596], [1.636293, -4.234462, 1.294046], [2.006397, -2.894644, 1.272407], [1.025904, -1.913545, 1.206403], [-1.575078, -0.308735, 3.417479], [-2.196912, 1.055178, 2.471705], [-0.459383, 0.727250, 2.523001], [-3.474330, -2.159884, 2.010931], [-3.446294, -2.367913, 0.255848], [-4.073530, -0.874729, 0.958429], [-1.724923, -3.880190, 1.177653], [0.000692, -5.620063, 1.292110], [2.392699, -5.006900, 1.349728], [3.053770, -2.619314, 1.319490], [1.339586, -0.873035, 1.212750]],
  "atomic_forces_ev_per_a": [[-1.491, -1.756, -0.270], [0.004, 0.122, 0.078], [-0.150, -0.101, -0.080], [-0.097, 0.071, 0.045], [0.024, 0.132, 0.141], [-0.110, -0.617, -0.543], [-0.439, 1.563, 0.449], [0.524, 0.158, 0.142], [-0.058, 0.469, 0.141], [1.321, -0.376, -0.226], [-0.824, 0.244, 0.058], [0.661, 0.115, 0.172], [-0.229, 0.319, 0.234], [-0.097, -0.225, -0.191], [0.395, -0.087, 0.140], [0.276, -0.060, -0.042], [-0.230, 0.039, 0.005], [-0.006, -0.202, -0.032], [0.869, 0.301, -0.010], [-0.390, 0.003, -0.325], [0.059, -0.045, -0.006], [0.019, -0.011, -0.004], [0.006, 0.005, -0.005], [-0.042, 0.080, 0.004], [0.025, -0.031, -0.007], [-0.022, 0.000, -0.003], [-0.039, -0.012, -0.016], [-0.014, 0.037, 0.035], [0.006, 0.004, 0.004], [-0.035, 0.003, -0.020], [-0.017, -0.010, -0.009], [0.075, 0.288, 0.335], [0.187, -0.077, -0.180], [-0.422, -0.175, -0.007], [0.356, -0.275, 0.015], [0.060, -0.045, -0.078], [-0.016, 0.076, -0.004], [0.004, 0.007, 0.003], [-0.109, -0.004, -0.012], [0.068, -0.054, 0.034], [-0.004, 0.057, -0.018], [0.039, -0.012, 0.019], [-0.022, 0.018, 0.054], [-0.008, 0.019, -0.048], [-0.043, 0.015, 0.022], [-0.021, -0.045, 0.008], [0.023, 0.009, 0.013], [-0.004, 0.015, 0.001], [-0.006, 0.006, -0.001], [-0.029, 0.003, 0.000], [-0.027, 0.041, -0.012]],
  "mulliken_spin": [0.9684, -0.0006, -0.0092, 0.0206, -0.0183, 0.0191, -0.0021, 0.0130, 0.0764, -0.0598, -0.0301, -0.0192, 0.0069, -0.0087, -0.0017, 0.0002, 0.0096, -0.0009, 0.0405, 0.0305, 0.0228, 0.0011, 0.0001, 0.0025, -0.0004, 0.0001, 0.0000, 0.0002, 0.0006, -0.0043, 0.0011, 0.0049, -0.0833, 0.0021, 0.0054, -0.0023, 0.0011, -0.0024, 0.0033, 0.0027, 0.0005, 0.0009, 0.0021, -0.0008, 0.0009, 0.0025, -0.0004, 0.0000, -0.0002, 0.0001, 0.0047]
}